(1)
ORCA calculation (ωB97M-V with the def2-TZVPD basis set) on a 2-piece molecular cluster, C4H15N2O2 overall in a non-equilibrium geometry.

The geometry in XYZ format:
```
23
Properties=species:S:1:pos:R:3:forces:R:3
N 0.88372 -1.08966 -0.62376 0.4 1.2 0.7
C -0.20471 -1.72786 0.08386 -3.1 1.4 5.4
C -1.71504 -1.32398 -0.32499 3.7 -0.7 -4.5
N -1.68006 0.11192 -0.71655 -2.1 0.3 0.7
C -1.48548 0.94752 0.58184 1.2 -1.9 0.1
C -0.34653 2.01299 0.45042 0.3 -0.8 0.7
O 0.58382 1.87836 -0.63431 -2.4 0.3 -2.2
H 0.74893 -0.05532 -0.79779 0.1 0.0 1.0
H 0.82168 -1.39058 -1.54225 0.4 -1.3 -2.6
H 1.83039 -1.28996 -0.19507 -1.3 0.8 -0.4
H -0.09111 -2.79318 0.14276 0.2 -0.4 -0.3
H -0.22507 -1.36260 1.24966 0.9 -1.0 -2.8
H -1.83864 -2.04332 -1.24747 -0.5 1.8 1.3
H -2.42942 -1.57424 0.38754 -0.9 -0.6 1.6
H -2.59056 0.35339 -1.30898 2.5 -0.4 2.1
H -2.37474 1.28681 1.09421 -0.6 0.8 -0.8
H -1.11712 0.33009 1.48244 -0.4 -0.1 -1.9
H 0.28646 1.82941 1.38019 -1.0 1.4 -1.0
H -0.81019 2.95416 0.20197 0.0 0.8 1.4
H -0.00808 2.29086 -1.37729 2.3 -1.4 1.4
H 3.35082 -0.15758 1.86229 -1.2 -1.1 -3.4
H 3.40754 -1.45367 1.04128 0.4 -0.5 -0.1
O 3.05669 -0.56988 0.91705 1.2 1.3 3.7
```
Positions in Å, forces in eV/Å.

Properties
- Kohn-Sham gap (eV) = 10.435
- net charge = +1
- LUMO (eV) = -2.99
- multiplicity = 1
- E_HOMO (Eh) = -0.4934
- relative energy (zero: lowest compared OMol25 entry of this formula, charge and spin) (kJ/mol) = 342.0



(2)
ORCA calculation (ωB97M-V with the def2-TZVPD basis set) on a 6-piece molecular cluster, C20H40BrFN2O23S5 overall in a non-equilibrium geometry.

The geometry in XYZ format:
```
92
Properties=species:S:1:pos:R:3:forces:R:3
C 4.06005 5.27949 0.72530 0.6 -0.5 -0.6
C 3.31476 4.45915 -0.35240 -0.3 0.8 0.7
C 1.74949 4.40487 -0.18155 1.5 -1.1 -0.9
Br 1.04184 5.81180 1.01247 -0.2 0.0 -0.3
N 1.37940 3.04930 0.19540 -0.8 0.7 0.8
C -0.03561 2.73352 -0.08632 -0.5 -0.6 -1.0
C -0.07972 1.76672 -1.32681 0.2 0.5 0.6
C -0.97002 2.27889 -2.45787 0.5 -0.5 0.5
F -0.39283 3.47796 -2.91569 -0.2 -0.3 -0.1
C 1.77968 2.69538 1.53137 0.4 -0.6 1.2
O 1.20832 2.99268 2.54659 0.2 0.1 -1.0
O 2.91267 1.89681 1.61706 -2.0 1.3 -3.3
C 2.64306 0.60301 1.07091 0.6 -1.1 0.2
C 3.78938 0.05205 0.20747 -0.4 0.0 -1.4
O 3.50750 -1.31800 -0.12520 -0.1 0.1 0.6
C 3.98628 0.82386 -1.14481 0.6 0.3 0.6
N 5.30648 1.47174 -1.23500 -0.5 0.0 0.0
H 5.13910 5.15314 0.53763 -0.3 0.0 0.1
H 3.84107 6.34903 0.63260 -0.1 -0.3 0.3
H 3.84877 4.88913 1.73112 0.0 0.3 -0.2
H 3.55021 4.88394 -1.33802 -0.2 -0.1 0.2
H 3.67367 3.42490 -0.34128 -0.2 0.3 0.0
H 1.31772 4.58263 -1.17245 -0.2 0.1 0.5
H -0.55324 2.27668 0.76814 0.4 0.2 -0.1
H -0.62248 3.62498 -0.35859 0.4 0.0 0.3
H -0.31931 0.74557 -0.99487 -0.3 0.3 -0.4
H 0.94303 1.71918 -1.73613 -0.3 0.0 0.1
H -1.99798 2.51995 -2.15829 0.3 -0.1 0.0
H -0.95410 1.51408 -3.24376 -0.1 0.6 -0.1
H 2.53737 -0.08777 1.92513 -0.1 0.3 -0.3
H 1.71306 0.54052 0.48050 0.2 0.3 0.1
H 4.75226 0.04036 0.73787 -0.4 0.1 0.1
H 2.84303 -1.32148 -0.82480 0.1 0.0 0.1
H 3.18601 1.56956 -1.27338 0.3 -0.1 0.0
H 3.92338 0.12346 -1.99175 -0.1 0.0 0.4
H 6.00124 0.79829 -0.92220 0.1 0.2 -0.1
H 5.34708 2.26114 -0.59600 0.2 -0.1 -0.1
O 3.74153 1.30561 3.43424 0.9 -0.8 2.7
S 3.77815 0.72531 4.73480 0.5 0.1 -0.1
O 2.60867 0.27929 5.39871 -0.1 -0.1 -0.2
O 4.58958 1.72035 5.71532 0.1 -0.2 -0.4
C 5.70842 1.03679 6.28560 0.0 -0.3 0.4
C 6.09545 -0.00860 5.25921 0.4 0.3 -0.3
O 4.85231 -0.47998 4.73574 -0.3 0.1 0.4
H 5.38593 0.57383 7.22104 0.1 0.0 0.0
H 6.51635 1.73657 6.48881 -0.1 0.1 -0.1
H 6.66279 -0.82836 5.69304 -0.2 -0.1 0.0
H 6.66553 0.43282 4.43701 0.0 0.0 0.1
O -3.77770 -0.35233 -1.19930 0.3 0.0 0.1
S -3.37918 -0.29388 -2.55984 -0.8 0.1 -0.5
O -2.04412 -0.52897 -2.97578 0.0 -0.3 0.3
O -3.87530 1.10663 -3.16671 -0.1 -0.4 0.3
C -4.73702 0.87922 -4.28822 0.1 -0.1 -0.6
C -5.38823 -0.45823 -4.01264 -0.5 0.2 0.2
O -4.34957 -1.24987 -3.41641 0.5 0.3 -0.1
H -4.12189 0.84456 -5.18991 0.0 0.0 0.0
H -5.46350 1.68301 -4.37752 0.1 0.1 0.2
H -5.76372 -0.93294 -4.91528 0.2 -0.2 0.1
H -6.20012 -0.36516 -3.28813 0.0 0.0 0.0
O -7.58524 -3.71373 -3.93901 -0.3 0.1 0.1
S -7.53625 -4.28385 -2.64090 0.8 0.0 0.2
O -8.70349 -4.68522 -1.93851 -0.1 0.2 -0.3
O -6.67307 -3.31331 -1.69757 -0.1 -0.2 -0.5
C -5.55804 -4.03470 -1.15395 0.2 -0.2 0.5
C -5.23728 -5.09565 -2.18115 0.4 0.3 -0.3
O -6.51668 -5.52303 -2.66666 -0.4 0.1 0.4
H -5.87004 -4.48057 -0.20721 0.0 0.0 0.0
H -4.71933 -3.36429 -0.98018 -0.2 0.2 -0.1
H -4.68662 -5.93240 -1.75962 -0.3 -0.1 0.0
H -4.67679 -4.67944 -3.02139 0.0 0.0 0.0
O -9.30147 -10.68992 -2.18745 -0.1 -0.2 0.1
S -9.95477 -9.91722 -1.19319 0.0 0.5 -0.1
O -10.40548 -10.47903 0.02762 0.2 -0.2 0.0
O -11.17452 -9.13282 -1.88906 0.4 -0.1 -0.1
C -11.01800 -7.72131 -1.70015 -0.1 0.3 0.4
C -9.52433 -7.50454 -1.59748 0.1 0.0 -0.5
O -9.04507 -8.63579 -0.85633 -0.5 -0.2 0.2
H -11.52458 -7.44268 -0.77343 0.0 0.0 0.0
H -11.45890 -7.17525 -2.53051 0.0 -0.2 -0.1
H -9.27295 -6.58172 -1.09228 0.1 -0.2 0.2
H -9.05251 -7.51956 -2.58281 0.0 0.1 0.0
O 9.24162 2.68648 1.15042 0.0 0.0 -0.3
S 8.16625 3.59154 1.33273 -0.1 0.3 0.4
O 7.21549 3.86555 0.31561 0.1 -0.3 0.0
O 8.76311 4.98400 1.86904 0.0 -0.5 0.1
C 8.16790 5.31711 3.12813 -0.5 0.3 0.1
C 7.81874 3.98534 3.75873 0.4 -0.1 0.3
O 7.36979 3.17545 2.66858 -0.1 0.3 -0.3
H 7.27235 5.91223 2.93610 0.0 0.0 0.0
H 8.86181 5.89381 3.73502 0.2 0.0 -0.2
H 7.04238 4.07298 4.51553 -0.2 -0.1 -0.2
H 8.70098 3.50934 4.19520 0.0 0.1 0.0
```
Positions in Å, forces in eV/Å.

Properties
- Kohn-Sham gap (eV) = 9.058
- net charge = 0
- LUMO (eV) = 0.16
- multiplicity = 1
- E_HOMO (Eh) = -0.3269